Entry 1:
10
Properties=species:S:1:pos:R:3:forces:R:3 method="wB97M-V/def2-TZVPD" e_tot_ha=-379.54344 smiles="O=CC(O)(O)O"
O -1.77979 0.94678 0.60200 0.733 -0.080 -0.449
C -0.80490 0.96846 -0.11685 -0.648 -0.626 0.612
C 0.25601 -0.26248 -0.01788 -2.997 0.905 0.910
O 0.15283 -0.77363 1.29081 -2.290 0.754 -0.489
O -0.06268 -1.28557 -0.91872 -0.926 -0.597 3.106
O 1.44346 0.31829 -0.25770 2.092 -0.545 0.838
H -0.66182 1.87011 -0.77683 0.406 -0.878 0.122
H -0.84300 -0.61475 1.57354 2.681 -0.332 -0.828
H 0.23780 -1.02732 -1.73806 1.108 0.831 -3.085
H 2.06211 -0.13991 0.35969 -0.159 0.569 -0.736

---

Entry 2:
79
Properties=species:S:1:pos:R:3:forces:R:3 method="wB97M-V/def2-TZVPD" charge=-1 e_tot_ha=-3508.76641
Li -0.77994 -0.74573 0.38333 1.645 0.945 -0.925
C -0.87679 2.39463 4.58812 -0.006 -0.164 -0.307
C -1.17343 1.35556 3.50719 0.053 0.008 -0.164
C -1.27403 -0.04209 4.11504 -0.152 0.081 -0.080
P -0.11830 1.21877 1.94914 0.036 1.085 1.138
C 0.60601 2.95114 1.80460 -0.205 -0.299 -0.282
C -0.47117 3.94081 1.37186 0.093 -0.125 0.176
C 1.71942 2.90217 0.76628 -0.013 -0.009 0.116
C 1.37332 0.32530 2.48438 -0.159 -0.167 -0.282
C 1.99677 0.32529 3.72186 0.097 -0.033 0.058
C 3.08140 -0.50101 3.96937 0.067 0.038 0.228
C 3.51736 -1.36825 2.97582 0.069 -0.051 0.020
C 2.94210 -1.34487 1.72478 -0.072 -0.101 -0.080
C 1.89678 -0.45348 1.42852 0.330 0.123 0.544
N 1.34108 -0.29491 0.19456 -0.430 -0.439 -0.214
C 2.13288 -0.16434 -0.88144 0.126 0.100 -0.234
C 3.50249 0.20320 -0.80008 0.240 0.018 0.186
C 4.28119 0.38053 -1.91420 0.013 -0.019 0.010
C 3.74632 0.21156 -3.18727 0.070 -0.004 -0.363
C 2.40481 -0.10230 -3.30298 0.152 0.019 0.067
C 1.58836 -0.27864 -2.19191 -0.298 -0.131 0.206
P -0.17070 -0.73860 -2.25213 -0.046 -0.059 -1.087
C -0.22080 -2.13657 -3.53442 -0.066 0.185 0.315
C -0.08618 -1.84413 -5.02872 -0.097 0.051 0.318
C 0.81885 -3.16114 -3.08570 -0.164 0.033 0.026
C -0.99282 0.71937 -3.14287 0.094 -0.040 0.239
C -0.08256 1.63324 -3.95801 -0.177 -0.174 0.006
C -1.64615 1.53564 -2.02889 -0.083 -0.158 -0.119
H -1.66920 2.35039 5.33625 -0.033 0.039 0.128
H -0.85752 3.40193 4.18133 0.047 0.161 0.019
H 0.06900 2.20635 5.08894 0.118 0.021 0.088
H -2.16136 1.59201 3.09023 0.170 -0.005 0.081
H -0.35925 -0.30663 4.64179 0.018 -0.069 0.025
H -1.43963 -0.78585 3.33579 0.076 -0.080 0.150
H -2.11298 -0.09549 4.80817 -0.073 -0.024 0.081
H 1.02689 3.24606 2.77381 -0.081 -0.090 -0.039
H -0.84915 3.66445 0.38903 -0.081 0.008 -0.119
H -0.05874 4.94969 1.31073 -0.022 0.080 -0.015
H -1.30976 3.94847 2.06520 -0.139 0.076 0.030
H 1.33320 2.51950 -0.17775 0.042 0.011 -0.142
H 2.51246 2.23346 1.09062 0.139 -0.007 -0.068
H 2.14126 3.89331 0.59728 0.044 0.113 -0.015
H 1.65723 0.98761 4.50501 -0.101 0.024 0.060
H 3.58060 -0.47670 4.92914 -0.039 -0.031 0.064
H 4.31897 -2.06617 3.18610 0.057 0.006 -0.022
H 3.28706 -2.00931 0.94426 0.074 -0.024 -0.048
H 3.93960 0.35025 0.17836 0.028 0.005 -0.009
H 5.32296 0.65709 -1.79973 0.028 0.021 0.029
H 4.36144 0.33202 -4.07019 -0.008 0.019 -0.009
H 1.98414 -0.20734 -4.28966 -0.025 0.002 -0.082
H -1.22414 -2.55790 -3.37372 0.147 0.025 -0.002
H 0.92840 -1.55259 -5.28612 0.065 0.027 -0.087
H -0.77302 -1.06259 -5.34570 -0.031 0.094 -0.108
H -0.32360 -2.74998 -5.58966 0.003 -0.045 -0.089
H 1.82088 -2.76404 -3.24359 0.065 -0.059 -0.009
H 0.71626 -4.09507 -3.63965 -0.009 -0.089 -0.039
H 0.70555 -3.37072 -2.02237 0.103 -0.093 0.037
H -1.78186 0.30607 -3.78512 0.110 -0.046 0.051
H 0.74209 1.98364 -3.33889 0.049 0.063 -0.048
H -0.65130 2.50086 -4.29802 -0.037 0.066 -0.048
H 0.33091 1.13799 -4.83218 0.101 -0.032 -0.102
H -0.89623 1.76203 -1.27092 0.028 0.185 0.177
H -2.42551 0.95742 -1.54425 -0.077 0.115 0.040
H -2.06946 2.46886 -2.40253 -0.006 0.101 -0.042
F -4.93877 -1.29969 -0.93642 0.240 -0.070 0.109
C -5.05724 -0.62618 0.21093 -0.120 -0.092 -0.144
F -5.32855 0.64761 -0.10436 0.339 0.009 0.172
F -6.12918 -1.10623 0.84634 0.263 -0.097 0.290
S -3.47860 -0.69612 1.24809 -2.468 0.206 -0.364
O -2.49195 -0.25924 0.31295 0.034 0.416 -0.518
O -3.81399 0.15053 2.34292 0.020 -0.043 0.334
N -3.39537 -2.21874 1.60326 -0.011 0.062 0.399
S -2.04991 -3.00226 1.44216 -0.593 -1.930 -0.613
O -2.00114 -4.15713 2.27358 -0.201 0.064 0.163
O -0.87537 -2.19205 1.38492 0.719 0.078 0.193
C -2.26309 -3.72936 -0.27829 -0.326 -0.176 -0.269
F -3.25831 -4.62416 -0.24011 -0.015 -0.006 0.194
F -2.60721 -2.80286 -1.17527 0.054 0.202 0.173
F -1.18379 -4.35440 -0.74888 0.195 0.097 0.448

---

Entry 3:
46
Properties=species:S:1:pos:R:3:forces:R:3 method="wB97M-V/def2-TZVPD" e_tot_ha=-1072.50159 smiles="CCCCNC(=O)COC(=O)c1c2c(nc3ccccc13)CCC2"
C -6.09688 -1.06673 0.99611 0.160 -0.169 0.075
C -4.74280 -1.54789 1.50347 0.028 0.221 0.030
C -3.61740 -0.54649 1.24538 -0.070 -0.243 -0.176
C -3.30794 -0.37880 -0.24240 -0.216 0.023 0.166
N -2.18973 0.51217 -0.45243 0.244 -0.370 0.209
C -2.32059 1.72723 -1.01068 0.629 0.013 0.056
O -3.35892 2.17906 -1.43905 -0.225 0.310 -0.141
C -1.02101 2.53959 -1.09410 -0.444 0.361 -0.484
O 0.11326 1.85882 -0.57804 0.102 -0.052 0.342
C 0.84040 1.13295 -1.45075 -0.026 0.025 -0.302
O 0.60006 1.06267 -2.62586 0.039 -0.043 0.180
C 1.95649 0.43764 -0.75065 0.457 -0.014 0.258
C 2.89332 1.12632 -0.02898 -0.402 -0.265 -0.261
C 3.95380 0.40758 0.58281 -0.199 -0.131 -0.102
N 4.10212 -0.87945 0.52920 0.466 0.118 0.326
C 3.18197 -1.59014 -0.16421 -0.487 0.088 -0.330
C 3.32898 -2.98944 -0.21560 -0.148 -0.183 -0.111
C 2.42725 -3.75654 -0.90084 0.241 -0.013 0.147
C 1.34451 -3.15805 -1.55980 -0.207 0.204 -0.067
C 1.17179 -1.80022 -1.52676 -0.115 -0.225 -0.108
C 2.08408 -0.98064 -0.83590 0.273 0.018 0.164
C 4.87662 1.35401 1.28554 0.135 0.088 0.129
C 4.05144 2.64405 1.39474 0.095 0.045 0.010
C 3.05477 2.59158 0.22409 -0.082 0.210 0.008
H -6.87606 -1.76912 1.28276 -0.128 -0.013 -0.029
H -6.33811 -0.09515 1.42079 -0.075 0.128 0.018
H -6.10173 -0.97907 -0.08663 -0.084 0.048 -0.130
H -4.49294 -2.50050 1.03075 0.030 -0.086 0.064
H -4.80931 -1.72125 2.57988 0.031 -0.095 -0.021
H -2.71248 -0.88953 1.75548 0.034 0.071 0.029
H -3.89052 0.42488 1.66251 0.060 0.065 0.035
H -4.15446 0.06653 -0.76700 0.071 -0.141 -0.011
H -3.07817 -1.35236 -0.68867 -0.094 0.049 -0.008
H -1.30509 0.25227 -0.04264 -0.062 0.152 -0.074
H -0.85725 2.79993 -2.14562 -0.104 -0.026 0.231
H -1.14044 3.45362 -0.50815 0.004 -0.152 -0.051
H 4.17035 -3.42414 0.30053 0.090 -0.034 0.059
H 2.54431 -4.82939 -0.93988 0.036 -0.081 0.012
H 0.64262 -3.77724 -2.09841 -0.070 -0.023 -0.051
H 0.34280 -1.34401 -2.04679 -0.069 0.012 -0.076
H 5.76495 1.50386 0.66693 0.056 0.002 0.004
H 5.20372 0.96771 2.24909 0.049 -0.036 -0.023
H 3.50196 2.64511 2.33737 0.002 0.022 0.005
H 4.67337 3.53672 1.36400 -0.035 0.028 0.066
H 3.47527 3.06730 -0.66688 -0.019 0.057 -0.006
H 2.11164 3.08454 0.45529 0.029 0.039 -0.061

---

| no. | HOMO-LUMO gap (eV) |
| --- | --- |
| 1 | 10.8 |
| 2 | 6.4 |
| 3 | 8.8 |